Record 1
{"formula": "C25H28N2O3", "method": "wB97M-V/def2-TZVPD", "symbols": ["C", "O", "C", "C", "C", "C", "C", "C", "C", "C", "C", "O", "N", "C", "C", "C", "C", "C", "C", "C", "N", "C", "C", "C", "C", "C", "C", "O", "C", "C", "H", "H", "H", "H", "H", "H", "H", "H", "H", "H", "H", "H", "H", "H", "H", "H", "H", "H", "H", "H", "H", "H", "H", "H", "H", "H", "H", "H"], "xyz": [[1.301, 0.239, -2.479], [2.527, -0.087, -1.871], [3.045, 0.756, -0.939], [2.502, 1.994, -0.616], [3.084, 2.779, 0.365], [4.217, 2.347, 1.027], [4.772, 1.121, 0.692], [4.206, 0.317, -0.282], [4.793, -1.026, -0.612], [4.248, -2.127, 0.316], [2.748, -2.279, 0.126], [2.267, -3.075, -0.648], [2.025, -1.432, 0.915], [0.634, -1.302, 0.994], [0.090, -0.632, 2.089], [-1.279, -0.533, 2.228], [-2.140, -1.077, 1.282], [-1.593, -1.683, 0.156], [-0.218, -1.803, 0.021], [-2.495, -2.223, -0.923], [-3.816, -1.633, -0.951], [-3.949, -0.376, -1.668], [-3.547, 0.869, -0.938], [-4.318, 1.842, -0.374], [-3.426, 2.743, 0.258], [-2.172, 2.258, 0.035], [-0.838, 2.757, 0.459], [-2.239, 1.127, -0.703], [-4.424, -1.685, 0.360], [-3.630, -0.980, 1.476], [0.506, 0.374, -1.739], [1.060, -0.613, -3.113], [1.386, 1.137, -3.100], [1.629, 2.354, -1.133], [2.645, 3.736, 0.606], [4.671, 2.958, 1.791], [5.666, 0.782, 1.196], [5.879, -0.988, -0.505], [4.548, -1.287, -1.641], [4.485, -1.889, 1.355], [4.716, -3.076, 0.052], [2.542, -0.851, 1.560], [0.745, -0.203, 2.836], [-1.693, -0.027, 3.089], [0.194, -2.303, -0.840], [-2.025, -2.095, -1.901], [-2.628, -3.302, -0.763], [-3.369, -0.467, -2.591], [-5.006, -0.267, -1.935], [-5.387, 1.906, -0.399], [-3.682, 3.626, 0.807], [-0.943, 3.378, 1.344], [-0.381, 3.358, -0.328], [-0.182, 1.919, 0.684], [-5.427, -1.258, 0.293], [-4.523, -2.747, 0.610], [-3.894, -1.428, 2.438], [-3.909, 0.076, 1.531]], "forces_ev_per_angstrom": [[-0.28, 0.08, -0.15], [0.42, -0.01, 0.28], [0.17, 0.17, 0.09], [-0.16, -0.16, -0.27], [0.08, 0.02, 0.10], [-0.03, 0.16, 0.13], [-0.11, -0.04, -0.11], [0.00, -0.01, -0.26], [-0.04, -0.06, 0.08], [0.01, -0.06, -0.30], [0.44, -0.04, 0.43], [-0.13, -0.19, -0.29], [0.02, 0.20, 0.36], [-0.29, -0.06, -0.10], [0.07, -0.01, -0.01], [0.03, -0.07, -0.13], [0.02, -0.11, 0.03], [0.03, 0.08, 0.26], [0.03, -0.04, -0.03], [-0.09, -0.18, -0.03], [0.09, -0.12, -0.16], [0.21, 0.04, 0.12], [-1.04, 0.29, -0.10], [0.30, -0.45, -0.44], [0.52, -0.16, 0.01], [-0.29, 0.65, 0.52], [-0.10, -0.21, -0.28], [0.25, -0.06, -0.17], [-0.07, 0.00, 0.18], [-0.14, 0.06, -0.07], [0.03, 0.01, -0.01], [-0.04, 0.07, 0.02], [0.00, -0.03, 0.04], [-0.11, 0.00, -0.05], [-0.04, 0.09, 0.02], [0.04, 0.06, 0.06], [0.11, -0.06, 0.04], [-0.03, 0.01, -0.06], [0.12, -0.05, 0.01], [0.02, 0.00, 0.01], [-0.10, 0.00, 0.08], [0.01, -0.11, -0.17], [0.07, 0.02, 0.10], [-0.04, 0.06, 0.11], [0.06, -0.04, -0.08], [0.01, -0.04, 0.02], [0.09, 0.05, -0.08], [-0.11, 0.01, -0.03], [0.13, 0.13, -0.03], [-0.24, -0.08, -0.05], [0.04, 0.20, 0.15], [0.00, 0.03, 0.06], [0.10, 0.03, -0.03], [0.09, -0.01, 0.07], [-0.03, -0.08, 0.05], [-0.08, 0.05, 0.04], [-0.04, 0.02, -0.01], [0.01, -0.06, 0.05]], "multiplicity": 1, "homo_ha": -0.29228, "smiles": "COc1ccccc1CCC(=O)Nc1ccc2c(c1)CN(Cc1ccc(C)o1)CC2", "total_charge": 0, "orbital_gap_ev": 8.69, "energy_ha": -1304.6923}



Record 2
{"formula": "C45H76Br2F3I2N2O4PSi", "method": "wB97M-V/def2-TZVPD", "symbols": ["C", "C", "O", "O", "C", "C", "C", "C", "C", "P", "C", "C", "C", "F", "C", "Br", "C", "C", "Br", "C", "I", "C", "C", "I", "C", "F", "F", "C", "C", "Si", "C", "C", "C", "C", "C", "C", "C", "C", "H", "H", "H", "H", "H", "H", "H", "H", "H", "H", "H", "H", "H", "H", "H", "H", "H", "H", "H", "H", "H", "H", "H", "H", "H", "H", "H", "H", "H", "H", "H", "H", "H", "H", "H", "H", "H", "H", "H", "H", "C", "C", "C", "C", "C", "C", "N", "O", "C", "C", "C", "H", "H", "H", "H", "H", "H", "H", "H", "H", "H", "H", "H", "H", "H", "H", "H", "H", "H", "C", "C", "C", "C", "C", "C", "N", "O", "C", "C", "C", "H", "H", "H", "H", "H", "H", "H", "H", "H", "H", "H", "H", "H", "H", "H", "H", "H", "H"], "xyz": [[-0.270, 4.853, -2.034], [-1.849, 5.045, -1.811], [-2.284, 6.021, -1.135], [-2.852, 4.182, -2.384], [-3.281, 3.201, -1.364], [-2.042, 2.157, -1.194], [-2.569, 0.611, -1.013], [-1.361, -0.348, -1.317], [-1.469, -1.777, -1.978], [-2.585, -2.468, -3.215], [-2.689, -1.184, -4.671], [-2.625, 0.371, -4.405], [-3.879, 1.313, -4.302], [-2.053, 0.914, -5.686], [-4.282, -1.856, -2.621], [-5.784, -1.253, -3.859], [-4.775, -1.841, -1.268], [-3.973, -2.297, -0.016], [-6.634, -1.207, -0.794], [-1.308, -3.410, -4.340], [-1.471, -3.531, -6.579], [-0.189, -4.199, -3.947], [0.824, -4.917, -5.002], [0.330, -4.673, -1.925], [-3.475, -4.209, -3.187], [-3.088, -5.123, -4.217], [-4.910, -4.164, -3.357], [-3.312, -5.035, -1.831], [-3.048, -6.629, -2.112], [-2.810, -7.479, -0.376], [-3.132, -9.367, -0.413], [-3.982, -6.716, 0.959], [-1.022, -7.238, 0.310], [0.248, -7.942, -0.307], [1.687, -7.671, 0.260], [1.937, -6.676, 1.455], [0.678, -6.004, 2.086], [-0.759, -6.268, 1.527], [0.282, 5.812, -1.765], [0.054, 4.041, -1.273], [0.006, 4.481, -3.079], [-3.504, 3.794, -0.415], [-4.236, 2.703, -1.735], [-1.544, 2.433, -0.198], [-1.376, 2.293, -2.108], [-2.894, 0.601, 0.099], [-3.512, 0.554, -1.630], [-0.607, 0.289, -1.933], [-0.790, -0.462, -0.310], [-1.410, -2.507, -1.077], [-0.409, -1.895, -2.451], [-1.580, -1.253, -5.028], [-3.410, -1.494, -5.490], [-1.808, 0.747, -3.681], [-4.521, 1.287, -3.371], [-4.584, 1.140, -5.204], [-3.519, 2.407, -4.428], [-3.586, -1.370, 0.563], [-3.136, -3.035, -0.052], [-4.734, -2.756, 0.736], [1.694, -5.439, -4.481], [0.280, -5.741, -5.605], [1.310, -4.138, -5.707], [-2.502, -4.728, -1.108], [-4.300, -5.031, -1.226], [-2.048, -6.809, -2.655], [-3.956, -7.041, -2.665], [-2.746, -9.853, 0.566], [-2.624, -9.924, -1.274], [-4.256, -9.571, -0.443], [-3.891, -7.289, 1.945], [-3.746, -5.605, 1.083], [-5.044, -6.810, 0.543], [0.063, -8.640, -1.195], [2.604, -8.161, -0.212], [3.006, -6.491, 1.809], [0.852, -5.269, 2.962], [-1.618, -5.709, 2.028], [0.773, -1.932, 7.603], [1.394, -3.246, 7.054], [2.514, -3.735, 8.001], [3.798, -2.917, 7.902], [4.266, -2.812, 6.455], [3.170, -2.289, 5.503], [1.876, -3.021, 5.657], [2.018, -4.239, 5.066], [2.956, -0.774, 5.742], [3.712, -2.352, 4.050], [0.232, -4.272, 7.128], [-0.085, -2.127, 8.252], [1.474, -1.350, 8.202], [0.398, -1.297, 6.795], [2.758, -4.780, 7.779], [2.162, -3.719, 9.038], [3.654, -1.920, 8.331], [4.580, -3.394, 8.502], [5.145, -2.159, 6.410], [4.606, -3.801, 6.127], [2.120, -0.397, 5.146], [3.843, -0.204, 5.454], [2.771, -0.519, 6.785], [4.034, -3.358, 3.767], [4.587, -1.706, 3.933], [2.957, -2.017, 3.333], [-0.593, -3.982, 6.469], [-0.162, -4.337, 8.146], [0.547, -5.284, 6.861], [4.983, 9.070, -0.982], [4.105, 8.853, -2.245], [4.242, 10.063, -3.197], [3.500, 11.306, -2.717], [2.044, 10.980, -2.399], [1.891, 9.798, -1.419], [2.691, 8.604, -1.829], [2.048, 8.015, -2.875], [2.299, 10.249, 0.004], [0.380, 9.472, -1.276], [4.747, 7.626, -2.944], [5.986, 8.651, -1.106], [5.128, 10.125, -0.743], [4.557, 8.572, -0.106], [3.861, 9.799, -4.190], [5.300, 10.312, -3.335], [3.995, 11.738, -1.843], [3.537, 12.074, -3.496], [1.560, 11.873, -1.989], [1.524, 10.758, -3.338], [2.289, 9.406, 0.701], [1.603, 10.998, 0.391], [3.283, 10.715, 0.050], [-0.094, 9.253, -2.237], [-0.163, 10.323, -0.855], [0.222, 8.619, -0.611], [4.674, 6.731, -2.318], [5.808, 7.806, -3.143], [4.291, 7.406, -3.913]], "forces_ev_per_angstrom": [[-0.61, -0.83, 0.44], [-1.68, 3.48, 1.63], [2.04, -3.88, -2.46], [1.75, 0.15, 1.34], [0.81, -0.14, 0.05], [-1.60, -0.28, 1.00], [-0.07, 2.27, 0.65], [0.76, 1.52, 0.39], [2.99, -0.90, 2.17], [-2.04, 1.09, -4.06], [2.59, 0.93, 0.13], [-0.11, 2.07, -0.89], [-0.60, 0.98, -0.89], [-0.45, -1.08, 1.32], [-4.06, 1.37, 5.11], [1.72, -0.91, 0.39], [1.63, -0.42, -2.90], [-1.34, 0.86, 2.25], [1.95, -0.63, -0.04], [4.75, -2.76, 0.60], [-0.38, 0.22, 1.31], [-1.28, 1.09, -2.59], [0.11, -0.11, 0.41], [0.01, 0.07, -0.73], [-1.74, -3.34, 0.79], [-0.58, 1.94, 1.12], [2.29, 0.23, -0.17], [-0.36, -1.79, 0.70], [0.17, 0.78, 0.50], [0.05, -0.27, 0.55], [-0.06, -1.04, 0.39], [-0.28, 0.10, -0.36], [4.49, 1.07, 1.77], [0.35, 2.40, 2.92], [-2.58, 1.75, 1.35], [-4.32, -1.18, -1.88], [0.15, -1.70, -2.44], [3.05, -1.48, -1.46], [-1.00, -1.21, -0.52], [-0.49, 1.27, -1.28], [-0.57, 0.59, 1.45], [0.23, -0.99, -1.16], [1.40, 0.75, 0.34], [-0.12, -0.30, -1.72], [-0.78, -0.29, 1.33], [0.44, -0.42, -1.86], [1.31, -0.52, 0.53], [-1.34, -1.26, 0.75], [-0.98, -0.18, -1.71], [-0.30, 0.96, -1.79], [-1.98, -0.06, 0.62], [-2.13, -0.20, 0.11], [0.96, 0.55, 1.14], [-1.44, -1.26, -0.82], [0.96, -0.36, -1.04], [1.21, 0.04, 1.51], [-0.33, -1.84, 0.36], [-0.58, -1.43, -1.06], [-0.82, 0.74, -0.74], [1.20, 0.67, -1.36], [-1.28, 0.79, -0.34], [0.77, 1.57, 0.91], [-1.10, -1.25, 1.08], [-0.73, 0.16, -1.12], [1.52, 0.49, -1.24], [-1.73, 0.36, 0.43], [1.44, 0.37, 0.54], [-0.56, 0.87, -1.53], [-0.77, 0.82, 1.11], [1.45, 0.22, -0.14], [-0.18, 0.95, -1.34], [-0.43, -1.48, 0.09], [1.28, 0.17, 0.77], [0.60, 1.10, 1.47], [-1.60, 0.69, 0.67], [-1.86, -0.22, -0.45], [-0.47, -1.38, -1.58], [1.33, -0.98, -0.83], [0.06, 0.33, 0.01], [-1.46, 0.53, 1.45], [0.37, -0.04, -0.22], [-0.02, 0.04, 0.00], [-0.14, -0.29, 0.26], [0.90, 1.83, -0.69], [1.74, -3.98, -0.45], [-0.72, 2.34, 0.58], [-0.18, 0.10, 0.36], [-0.35, -0.67, 0.04], [0.35, -0.32, -0.66], [0.18, -0.21, -0.08], [0.01, 0.03, -0.13], [0.12, -0.09, 0.04], [-0.14, 0.07, -0.16], [-0.22, 0.04, -0.20], [-0.02, -0.01, -0.04], [-0.07, 0.06, -0.02], [-0.21, 0.05, -0.21], [-0.18, 0.03, -0.13], [0.05, -0.11, 0.05], [0.00, -0.25, -0.07], [-0.08, -0.07, -0.08], [-0.23, 0.07, 0.10], [-0.17, 0.05, 0.29], [0.01, -0.07, 0.10], [0.12, 0.00, 0.03], [0.22, 0.29, -0.06], [0.04, 0.22, -0.16], [0.00, 0.16, 0.29], [2.01, -0.24, 0.52], [-0.38, 0.18, -0.07], [0.00, -0.01, 0.04], [0.29, -0.07, -0.30], [-1.00, 0.99, 1.67], [-1.56, -0.18, -4.05], [1.05, 0.49, 2.25], [0.42, 0.07, 0.06], [0.21, -0.49, -0.57], [-0.76, -0.16, -0.23], [-0.17, 0.04, -0.22], [-0.12, -0.05, 0.06], [-0.04, 0.09, -0.13], [-0.05, -0.17, 0.14], [-0.04, -0.26, 0.14], [-0.02, -0.04, 0.00], [0.03, -0.05, 0.08], [-0.06, -0.26, 0.15], [0.00, -0.20, 0.11], [0.00, 0.03, -0.13], [-0.08, -0.13, -0.22], [-0.02, -0.13, -0.02], [0.21, -0.12, 0.11], [0.34, 0.02, 0.02], [0.04, 0.04, -0.09], [-0.05, 0.11, -0.03], [-0.15, 0.24, 0.23], [-0.15, 0.03, 0.24]], "s2": 2.009, "multiplicity": 3, "homo_ha": [-0.31066, -0.31066], "total_charge": 0, "orbital_gap_ev": [8.26, 8.00], "energy_ha": -8843.9738}



Record 3
{"formula": "C29H34AlBrN5O10", "method": "wB97M-V/def2-TZVPD", "symbols": ["C", "C", "O", "C", "N", "C", "C", "O", "Al", "Br", "H", "H", "H", "H", "H", "H", "H", "H", "H", "H", "H", "H", "H", "H", "C", "C", "C", "C", "C", "C", "N", "O", "O", "H", "H", "H", "H", "H", "C", "C", "C", "C", "C", "C", "N", "O", "O", "H", "H", "H", "H", "H", "C", "C", "C", "C", "C", "C", "N", "O", "O", "H", "H", "H", "H", "H", "C", "C", "C", "C", "C", "C", "N", "O", "O", "H", "H", "H", "H", "H"], "xyz": [[-2.487, 3.347, -4.347], [-1.053, 3.860, -4.022], [-0.344, 4.268, -5.196], [-0.271, 2.670, -3.342], [-0.731, 2.410, -1.974], [0.327, 1.951, -1.067], [1.110, 0.657, -1.532], [2.499, 0.819, -1.229], [3.413, 1.746, -2.525], [3.238, 4.172, -2.232], [-3.145, 4.199, -4.617], [-2.391, 2.598, -5.168], [-2.895, 2.828, -3.448], [-1.094, 4.656, -3.238], [-0.082, 5.183, -5.034], [-0.536, 1.764, -3.958], [0.822, 2.807, -3.444], [-1.555, 1.821, -1.943], [-0.153, 1.700, -0.085], [1.092, 2.725, -0.842], [0.908, 0.346, -2.581], [0.760, -0.187, -0.879], [2.953, 1.427, -4.014], [4.976, 1.417, -2.397], [-0.112, -1.421, 4.521], [-0.733, -0.180, 4.492], [-1.629, 0.127, 3.483], [-1.899, -0.819, 2.507], [-1.280, -2.060, 2.519], [-0.383, -2.360, 3.533], [-2.862, -0.505, 1.449], [-3.373, 0.599, 1.456], [-3.100, -1.369, 0.623], [0.585, -1.659, 5.316], [-0.518, 0.551, 5.263], [-2.106, 1.099, 3.472], [-1.487, -2.795, 1.754], [0.105, -3.326, 3.554], [-7.407, -3.243, -1.657], [-6.223, -2.657, -1.228], [-5.005, -3.157, -1.661], [-4.985, -4.240, -2.527], [-6.161, -4.837, -2.955], [-7.377, -4.334, -2.516], [-3.699, -4.759, -3.008], [-2.687, -4.228, -2.600], [-3.724, -5.692, -3.793], [-8.358, -2.846, -1.321], [-6.250, -1.808, -0.557], [-4.089, -2.692, -1.321], [-6.146, -5.684, -3.627], [-8.301, -4.790, -2.847], [3.574, 4.757, 5.899], [3.095, 4.725, 4.596], [1.793, 4.321, 4.345], [0.981, 3.955, 5.407], [1.450, 3.975, 6.712], [2.754, 4.378, 6.956], [-0.404, 3.549, 5.144], [-0.773, 3.526, 3.987], [-1.106, 3.262, 6.100], [4.590, 5.079, 6.094], [3.737, 5.019, 3.775], [1.428, 4.298, 3.326], [0.816, 3.685, 7.539], [3.131, 4.401, 7.970], [6.315, -4.768, -1.697], [6.584, -3.508, -1.178], [5.563, -2.578, -1.041], [4.276, -2.923, -1.422], [3.997, -4.175, -1.949], [5.023, -5.099, -2.086], [3.191, -1.951, -1.254], [3.474, -0.861, -0.809], [2.058, -2.303, -1.576], [7.113, -5.494, -1.798], [7.593, -3.250, -0.877], [5.781, -1.599, -0.636], [2.993, -4.441, -2.251], [4.816, -6.081, -2.493]], "forces_ev_per_angstrom": [[0.66, 0.28, 0.09], [0.15, -1.23, 1.48], [-0.57, 0.50, 0.34], [-1.10, -0.70, -1.14], [0.77, 0.89, 0.20], [-0.22, -1.01, 0.37], [0.25, 0.03, 1.59], [-1.82, 3.85, -2.87], [0.17, -0.40, 0.76], [-0.04, -0.17, 0.02], [0.21, -0.66, -0.04], [-0.26, 0.63, 0.43], [0.20, 0.46, -0.61], [-0.01, -0.30, -0.75], [0.14, -0.33, -0.21], [0.56, 0.66, 0.11], [-0.63, 0.14, 0.41], [0.35, -0.08, -0.06], [0.26, 0.32, -0.67], [-0.66, -0.24, -0.49], [0.13, 0.48, 0.42], [0.11, 0.41, -0.62], [-0.37, -0.01, -0.07], [0.10, 0.01, 0.23], [0.00, -0.02, -0.02], [0.10, -0.15, 0.02], [-0.14, 0.33, 0.05], [0.38, -0.19, 0.38], [0.02, -0.24, -0.11], [-0.05, 0.16, 0.08], [-0.15, 0.21, -0.21], [0.05, -0.23, 0.01], [-0.02, 0.03, 0.09], [-0.01, 0.02, -0.05], [-0.06, 0.01, -0.05], [-0.03, -0.08, -0.16], [-0.08, 0.17, -0.06], [-0.03, 0.04, -0.06], [-0.01, 0.00, 0.01], [-0.13, -0.10, -0.06], [0.26, 0.15, 0.10], [-0.50, 0.21, 0.17], [-0.12, -0.18, -0.15], [0.08, 0.11, 0.09], [0.29, -0.08, -0.08], [-0.16, -0.07, -0.02], [-0.07, 0.09, 0.10], [0.04, -0.02, -0.01], [0.09, -0.03, -0.03], [0.04, -0.11, -0.10], [0.19, 0.06, 0.03], [0.06, -0.01, -0.01], [-0.01, 0.00, 0.00], [0.02, 0.00, 0.17], [-0.04, 0.03, -0.27], [0.51, 0.17, 0.07], [-0.05, -0.04, 0.27], [0.03, 0.03, -0.17], [-0.20, -0.03, -0.13], [0.01, -0.04, 0.19], [0.11, -0.03, -0.07], [-0.04, -0.03, -0.01], [-0.07, -0.05, -0.01], [-0.12, -0.06, 0.10], [-0.11, -0.01, -0.16], [-0.05, -0.02, -0.03], [0.05, -0.03, -0.01], [-0.14, -0.13, -0.06], [0.18, 0.13, 0.12], [0.37, -0.36, -0.43], [-0.07, -0.20, -0.07], [0.09, 0.11, 0.10], [0.25, 0.52, 0.03], [1.16, -3.68, 1.36], [0.09, -0.26, 0.19], [-0.03, 0.03, -0.01], [-0.05, 0.03, -0.02], [-0.23, 0.03, -0.08], [-0.02, 0.23, 0.06], [-0.03, 0.05, 0.01]], "multiplicity": 1, "homo_ha": -0.16902, "total_charge": -1, "orbital_gap_ev": 5.54, "energy_ha": -4967.8041}